# C10H37BeN18O12

A molecular structure, C10H37BeN18O12 in a non-equilibrium geometry (ωB97M-V/def2-TZVPD, OMol25).

XYZ file:
```
78
Properties=species:S:1:pos:R:3:forces:R:3:mulliken_charge:R:1
Be 2.496048 -4.216215 1.713458 -0.1346 0.5102 -0.1920 0.81
O -1.327281 -0.053567 0.056100 0.7646 -1.6226 0.2632 -0.35
C -0.490423 -1.074652 0.360199 -2.5965 2.4868 1.6642 0.81
O -0.612505 -1.719636 1.402295 -0.5732 -1.4760 1.6764 -0.44
O 0.506079 -1.276081 -0.263011 3.1793 -0.9556 -2.5616 -0.41
H -0.822335 0.215033 -0.714929 -0.4548 1.2987 -1.0280 0.29
C -2.892231 5.235003 -3.805093 0.5850 -2.4403 0.6085 0.68
O -2.620643 4.239876 -3.183728 0.6499 -1.6487 1.6809 -0.67
N -3.943207 5.326489 -4.548579 -4.7328 -0.1566 -2.6302 -0.38
N -2.167213 6.281614 -3.943866 4.1368 5.7087 -0.2295 -0.35
H -4.586905 4.548934 -4.582509 0.1764 0.3250 -0.0465 0.20
H -4.067412 6.108273 -5.175872 -0.2850 -0.4715 0.1464 0.16
H -1.252101 6.505005 -3.579500 -0.2568 -1.0250 0.4637 0.20
H -2.479786 7.079675 -4.478192 -0.2506 -0.3639 0.0786 0.15
C 5.761192 -4.527966 -2.296059 1.1097 2.4765 1.4404 0.68
O 4.890527 -3.907272 -1.738507 -2.7452 0.7235 1.9859 -0.68
N 6.999573 -4.470926 -1.873023 3.4109 -0.4587 1.5579 -0.39
N 5.608347 -5.023527 -3.457193 -1.9260 -2.5028 -4.9523 -0.36
H 7.760571 -4.765047 -2.468414 -0.0658 0.0781 0.4228 0.17
H 7.201506 -4.014664 -0.994873 -0.0368 -0.1619 -0.3467 0.21
H 6.280243 -5.509806 -4.033541 -0.1117 0.1865 0.3714 0.18
H 4.687262 -4.846999 -3.832092 0.2160 -0.2942 -0.3128 0.22
C -1.961810 -1.042729 7.154054 -0.4076 -0.6079 -1.4835 0.60
O -1.928471 -1.061230 8.310633 0.9401 0.1563 6.4217 -0.57
N -3.135346 -1.175678 6.554478 -3.2405 -0.2778 -2.6301 -0.39
N -0.908552 -0.950036 6.361362 0.9305 0.3420 -2.1040 -0.34
H -3.940884 -1.441555 7.102678 0.4562 0.2108 0.1844 0.22
H -3.243985 -1.377639 5.570863 0.1581 0.0493 0.1934 0.14
H -1.217020 -0.944796 5.399633 1.5068 0.0161 -0.1375 0.14
H 0.025658 -1.009658 6.740570 -0.3391 0.0967 -0.4517 0.20
C 4.555329 0.544021 3.141838 0.8038 -2.2176 -1.3667 0.72
O 4.189374 -0.551043 2.705126 -0.7297 -0.0724 0.2337 -0.68
N 3.876086 1.476445 3.708009 -5.2103 2.5780 2.5724 -0.37
N 5.789509 0.954120 3.050467 3.2567 -0.1976 -0.8669 -0.41
H 2.932730 1.285993 4.014456 0.1233 0.0084 -0.2067 0.21
H 4.213857 2.384001 3.994970 0.1621 -0.4299 -0.2345 0.18
H 6.017740 1.816251 3.524515 0.9331 -0.5576 -0.5036 0.17
H 6.393889 0.296017 2.579567 0.5636 0.7291 0.2969 0.22
C 5.115892 1.768535 -2.544703 -2.3765 5.2316 -0.3949 0.67
O 5.589436 2.707505 -3.109604 1.4043 3.0649 -0.8739 -0.61
N 3.956541 1.788239 -1.890414 -2.5390 0.5769 1.5441 -0.36
N 5.565908 0.625506 -2.623024 3.2091 -8.0554 -0.1334 -0.27
H 3.590993 2.667888 -1.554726 -0.0115 -0.3259 -0.1091 0.20
H 3.720811 0.912356 -1.446159 -0.5126 0.7881 0.4785 0.16
H 4.916120 -0.055110 -2.256087 1.3157 -0.9705 -0.4394 0.12
H 6.489829 0.459846 -2.995893 -0.4914 -0.3579 -0.0441 0.20
C -6.140436 1.310599 0.470926 -5.7249 0.4701 3.1623 0.68
O -7.294215 1.788707 0.667905 2.1520 -0.1630 -1.4901 -0.68
N -5.645921 0.578782 1.456793 2.0101 -1.5954 2.2497 -0.34
N -5.428830 1.278881 -0.598891 1.9395 0.6839 -4.2885 -0.29
H -6.154411 0.453754 2.320449 0.1541 0.3920 -0.3379 0.19
H -4.687586 0.267139 1.389030 -0.2510 -0.1219 0.4153 0.12
H -5.843474 1.531983 -1.484385 0.1484 0.2523 0.2986 0.21
H -4.514123 0.851794 -0.630652 -0.3702 0.0955 -0.0046 0.13
C 1.285257 -3.147849 -6.051732 0.8356 1.8958 0.9240 0.67
O 2.306207 -2.578576 -6.218322 4.2831 1.7537 -1.1130 -0.62
N 0.668780 -3.836747 -6.945879 -2.7947 -2.8322 -1.9345 -0.35
N 0.651435 -2.953424 -4.901410 -1.9153 -0.6615 1.7369 -0.41
H 0.976955 -3.957561 -7.900100 -0.0302 0.0594 0.4666 0.23
H -0.217104 -4.176161 -6.599305 -0.0475 -0.3262 -1.2034 0.15
H -0.059196 -3.644195 -4.706672 0.0337 0.6247 1.0499 0.17
H 1.116136 -2.338655 -4.248554 -0.3471 -0.5564 0.1078 0.19
C 0.275271 5.736321 0.934248 3.1430 4.8104 -0.8936 0.64
O 1.345095 6.172071 0.504345 0.0954 -0.6061 -0.2999 -0.65
N -0.627538 6.657528 1.389706 -0.8543 -0.7183 0.3049 -0.46
N -0.036103 4.489089 0.989689 -2.0649 -3.2304 0.7977 -0.31
H -0.260535 7.595868 1.459971 -0.1880 -0.2807 0.2391 0.25
H -1.306960 6.300600 2.046280 -0.0863 0.7588 0.0642 0.19
H 0.463580 3.772055 0.483447 -0.2262 0.4108 0.1691 0.21
H -0.989876 4.388174 1.306293 0.1441 -1.1488 -0.3991 0.17
C -5.429018 -5.057696 3.132953 -1.2280 -0.6317 1.7446 0.64
O -4.843412 -6.070828 3.424916 0.8877 -0.8951 -0.4209 -0.60
N -6.729979 -4.865196 3.531755 0.1548 0.4752 -0.7198 -0.41
N -4.863057 -3.995773 2.544679 0.8418 1.4120 -0.7822 -0.36
H -7.019072 -3.904802 3.650769 -0.6097 -0.6045 0.0792 0.18
H -7.263563 -5.685585 3.781436 0.0333 0.5305 0.2013 0.22
H -5.413191 -3.219695 2.205288 0.2775 -0.2207 0.0711 0.18
H -3.854052 -3.951396 2.539340 -0.3598 -0.0257 -0.2007 0.18
```
Positions in Å, forces in eV/Å.

Calculated values
HOMO level: -11.3 eV
E: -2306.09713 Eh
M: 610.53 g mol⁻¹
charge: +1
E_LUMO: -9.7 eV
relative energy (zero: lowest compared OMol25 entry of this formula, charge and spin): 270.31 kcal/mol